Molecular formula: C4H5NO
Method: DFT, ωB97M-V/def2-TZVPD

As for the SMILES: N#C[C@@H]1C[C@@H]1O. The LUMO energy is 0.792 eV. The energy above the lowest of the compared OMol25 structures with the same formula, charge and spin is 34.60 kcal/mol. As for the electronic energy: -285.3595 Ha. For the maximum force, the calculation gives 1.21 eV/Å.

Each line ends with the natural charge from an NBO analysis.
Element x y z (Å)
N 2.5222 0.9515 0.4042  -0.323
C 1.5479 0.3304 0.5041  0.268
C 0.3060 -0.3878 0.6373  -0.393
C -0.4236 -0.9564 -0.5564  -0.417
C -0.9318 0.3091 0.0296  0.137
O -0.7755 1.4958 -0.6780  -0.688
H 0.2800 -1.0459 1.5005  0.262
H -0.9456 -1.8591 -0.2628  0.227
H 0.0830 -0.9528 -1.5141  0.238
H -1.8668 0.3221 0.5916  0.205
H 0.1667 1.7205 -0.7542  0.485

---

Molecular formula: C5H7NO
Method: DFT, ωB97M-V/def2-TZVPD

The LUMO energy is 0.795 eV. The energy above the lowest of the compared OMol25 structures with the same formula, charge and spin is 109.71 kcal/mol. As for the electronic energy: -324.5496 Ha. For the maximum force, the calculation gives 0.43 eV/Å.

Each line ends with the natural charge from an NBO analysis.
Element x y z (Å)
O 2.3511 0.5873 -1.2586  -0.640
C 1.5105 -0.0130 -0.4489  0.211
C 0.5811 0.9638 0.1328  -0.287
C -0.8941 0.7676 -0.0637  -0.039
C -1.2987 -0.6815 -0.2694  -0.438
C -0.5055 -0.9534 1.0255  -0.252
N -0.2925 0.5213 1.2545  -0.348
H 2.9278 -0.1168 -1.5899  0.500
H 0.4431 -1.4641 0.8587  0.228
H 0.8862 2.0069 0.2264  0.225
H -1.5179 1.6370 -0.2676  0.210
H -0.9826 -1.1613 -1.1997  0.215
H -2.3719 -0.8256 -0.1296  0.214
H -1.0526 -1.4194 1.8456  0.202

---

Molecular formula: C2H14O4S
Method: DFT, ωB97M-V/def2-TZVPD

As for the SMILES: CSC.O.O.O.O. The LUMO energy is 0.601 eV. The energy above the lowest of the compared OMol25 structures with the same formula, charge and spin is 42.56 kcal/mol. As for the electronic energy: -783.6855 Ha. For the maximum force, the calculation gives 2.20 eV/Å.

Each line ends with the natural charge from an NBO analysis.
Element x y z (Å)
C -1.1623 3.0257 3.9738  -0.778
S -2.0765 1.4583 3.6772  0.158
C -2.5261 1.3976 1.9253  -0.747
H -1.1325 3.7372 3.1587  0.238
H -0.2032 2.8812 4.4846  0.235
H -1.7025 3.3646 4.8610  0.235
H -3.3334 0.6936 1.7300  0.240
H -2.8139 2.3594 1.4942  0.222
H -1.6610 1.0272 1.3916  0.205
O -0.8328 -2.9204 -5.3870  -0.933
H -0.5066 -2.3242 -6.0688  0.467
H -1.0158 -3.7446 -5.8618  0.467
O 1.5293 -5.1226 -3.1725  -0.957
H 2.4024 -5.0725 -2.7884  0.478
H 1.4820 -4.9472 -4.1113  0.479
O 0.7684 1.7938 1.9821  -0.960
H -0.0728 1.8607 2.4631  0.477
H 0.7554 1.1008 1.3133  0.474
O 5.0793 -0.1073 -4.2472  -0.964
H 5.4023 0.7550 -4.5117  0.484
H 5.1585 -0.8254 -4.8459  0.480

---

Molecular formula: C2H3N3O2
Method: DFT, ωB97M-V/def2-TZVPD

As for the SMILES: [H]/N=c1/[nH]oc(=O)[nH]1. The LUMO energy is 0.581 eV. The energy above the lowest of the compared OMol25 structures with the same formula, charge and spin is 53.54 kcal/mol. As for the electronic energy: -392.7082 Ha. For the maximum force, the calculation gives 2.04 eV/Å.

Each line ends with the natural charge from an NBO analysis.
Element x y z (Å)
H -2.4871 0.7638 0.4455  0.371
N -1.9077 0.0561 0.0451  -0.776
C -0.6437 0.0387 0.1892  0.553
N -0.1662 -1.2493 0.1260  -0.331
O 1.1736 -1.1929 -0.3664  -0.337
C 1.5991 0.0965 -0.1514  0.873
O 2.7191 0.4821 -0.3147  -0.556
N 0.4826 0.8393 0.2649  -0.653
H -0.9819 -1.6267 -0.4018  0.422
H 0.4956 1.8455 0.1944  0.435

---

Molecular formula: C8H6O2
Method: DFT, ωB97M-V/def2-TZVPD

As for the SMILES: O=Cc1ccccc1C=O. The LUMO energy is -0.722 eV. The energy above the lowest of the compared OMol25 structures with the same formula, charge and spin is 38.67 kcal/mol. As for the electronic energy: -458.8708 Ha. For the maximum force, the calculation gives 5.01 eV/Å.

Each line ends with the natural charge from an NBO analysis.
Element x y z (Å)
O 2.9892 -0.7344 0.1353  -0.469
C 1.9736 -1.1854 -0.3292  0.425
C 0.6223 -0.5367 -0.2971  -0.123
C -0.4007 -1.1268 -1.0797  -0.194
C -1.6759 -0.5056 -1.1694  -0.180
C -1.9442 0.6453 -0.3400  -0.199
C -0.9439 1.1847 0.4427  -0.166
C 0.3580 0.5326 0.5413  -0.115
C 1.1888 1.0917 1.6198  0.410
O 2.1379 0.5886 2.1609  -0.466
H 1.8587 -2.1761 -0.9362  0.094
H -0.3968 -2.0254 -1.6578  0.230
H -2.5304 -0.9589 -1.7284  0.225
H -2.9469 1.0531 -0.1663  0.223
H -1.0815 2.0613 0.9184  0.206
H 0.7919 2.0923 1.8857  0.099

---

Molecular formula: C7H25NO5
Method: DFT, ωB97M-V/def2-TZVPD

As for the SMILES: CCN1CCC[C@@H]1C.O.O.O.O.O. The LUMO energy is 0.411 eV. The energy above the lowest of the compared OMol25 structures with the same formula, charge and spin is 13.16 kcal/mol. As for the electronic energy: -712.6455 Ha. For the maximum force, the calculation gives 4.96 eV/Å.

Each line ends with the natural charge from an NBO analysis.
Element x y z (Å)
C 2.4122 -0.3886 0.7420  -0.655
C 1.6366 0.8812 1.1416  -0.203
N 0.6723 1.3803 0.1382  -0.499
C 1.3143 1.8022 -1.1319  -0.222
C 0.8346 0.8634 -2.2562  -0.424
C -0.5345 0.3438 -1.7330  -0.412
C -0.4322 0.4014 -0.1877  -0.063
C -1.7230 0.9108 0.4564  -0.620
H 3.0732 -0.2226 -0.1372  0.208
H 1.7969 -1.2346 0.4732  0.225
H 3.0538 -0.7211 1.5458  0.218
H 1.0915 0.7124 2.0993  0.169
H 2.3713 1.6981 1.3436  0.211
H 2.4172 1.8247 -1.0742  0.202
H 0.9969 2.8835 -1.2970  0.182
H 0.7401 1.3506 -3.2581  0.215
H 1.4848 0.0175 -2.3549  0.221
H -1.3930 0.9568 -2.1345  0.197
H -0.7258 -0.6825 -2.0510  0.225
H -0.1519 -0.5818 0.1979  0.194
H -2.5719 0.1957 0.3375  0.211
H -2.0287 1.8010 0.0650  0.218
H -1.5766 1.1373 1.4997  0.200
O -0.7139 -3.1446 0.7885  -1.025
H -0.5594 -2.5563 1.5468  0.495
H -1.6314 -2.8474 0.4419  0.492
O 0.7244 -2.5209 -1.3814  -0.981
H 0.2975 -2.7099 -0.5813  0.491
H 1.2875 -3.3106 -1.4790  0.467
O -0.7042 3.8800 1.0804  -0.954
H -0.2931 3.0509 0.8368  0.488
H -0.5525 4.4278 0.3988  0.452
O -2.9403 -2.1748 -0.3330  -0.929
H -2.5209 -1.6906 -1.0392  0.487
H -3.4514 -2.8483 -0.8053  0.488
O -0.3987 -1.3008 2.7277  -0.936
H -1.2315 -1.0657 3.0943  0.483
H -0.0702 -0.5182 2.2795  0.481

---

Molecular formula: C6H10O
Method: DFT, ωB97M-V/def2-TZVPD

As for the SMILES: C#CCC(=O)CC.[H][H]. The LUMO energy is 0.903 eV. The energy above the lowest of the compared OMol25 structures with the same formula, charge and spin is 54.18 kcal/mol. As for the electronic energy: -309.7560 Ha. For the maximum force, the calculation gives 0.54 eV/Å.

Each line ends with the natural charge from an NBO analysis.
Element x y z (Å)
C 2.5179 -1.2625 1.4415  -0.231
C 1.6425 -0.4386 1.3703  -0.015
C 0.5468 0.5280 1.2555  -0.587
C -0.4631 0.1425 0.1664  0.627
O -1.6416 0.0475 0.4275  -0.534
C 0.0868 -0.0482 -1.2312  -0.519
C -0.8869 -0.7422 -2.1713  -0.604
H 3.2936 -1.9931 1.5192  0.241
H 0.0032 0.6162 2.2006  0.262
H 0.9561 1.5173 1.0102  0.253
H 0.3398 0.9561 -1.6030  0.229
H 1.0397 -0.5855 -1.1636  0.236
H -0.4968 -0.7514 -3.1938  0.211
H -1.8579 -0.2403 -2.1659  0.224
H -1.0505 -1.7772 -1.8559  0.213
H -2.1687 2.5988 2.2120  -0.021
H -2.1921 1.9502 1.8463  0.016

---

Molecular formula: C2H4ClI
Method: DFT, ωB97M-V/def2-TZVPD

The LUMO energy (spin up / spin down) is -2.768 / -2.769 eV. The energy above the lowest of the compared OMol25 structures with the same formula, charge and spin is 71.19 kcal/mol. As for the electronic energy: -836.3647 Ha. For the maximum force, the calculation gives 5.19 eV/Å.

Each line ends with the natural charge from an NBO analysis.
Element x y z (Å)
C -0.3849 0.8331 0.1136  -0.757
C 0.7987 -0.0003 -0.2376  -0.045
Cl -0.3749 -2.4419 0.9059  -0.654
I 0.8568 -0.8104 -2.1377  0.388
H -0.6899 1.5619 -0.5845  0.242
H -0.4044 1.2227 1.1684  0.258
H -1.1384 0.2138 0.2489  0.307
H 1.3370 -0.5789 0.5229  0.261

---

Question: The highest electronic energy belongs to which entry?
Answer: C4H5NO

---

Copy entry 3 word for word.
Molecular formula: C2H14O4S
Method: DFT, ωB97M-V/def2-TZVPD

As for the SMILES: CSC.O.O.O.O. The LUMO energy is 0.601 eV. The energy above the lowest of the compared OMol25 structures with the same formula, charge and spin is 42.56 kcal/mol. As for the electronic energy: -783.6855 Ha. For the maximum force, the calculation gives 2.20 eV/Å.

Each line ends with the natural charge from an NBO analysis.
Element x y z (Å)
C -1.1623 3.0257 3.9738  -0.778
S -2.0765 1.4583 3.6772  0.158
C -2.5261 1.3976 1.9253  -0.747
H -1.1325 3.7372 3.1587  0.238
H -0.2032 2.8812 4.4846  0.235
H -1.7025 3.3646 4.8610  0.235
H -3.3334 0.6936 1.7300  0.240
H -2.8139 2.3594 1.4942  0.222
H -1.6610 1.0272 1.3916  0.205
O -0.8328 -2.9204 -5.3870  -0.933
H -0.5066 -2.3242 -6.0688  0.467
H -1.0158 -3.7446 -5.8618  0.467
O 1.5293 -5.1226 -3.1725  -0.957
H 2.4024 -5.0725 -2.7884  0.478
H 1.4820 -4.9472 -4.1113  0.479
O 0.7684 1.7938 1.9821  -0.960
H -0.0728 1.8607 2.4631  0.477
H 0.7554 1.1008 1.3133  0.474
O 5.0793 -0.1073 -4.2472  -0.964
H 5.4023 0.7550 -4.5117  0.484
H 5.1585 -0.8254 -4.8459  0.480

---

Question: Which of these has the lowest energy above the lowest of the compared OMol25 structures with the same formula, charge and spin?
Answer: C7H25NO5